Computed, not measured: a 2-piece molecular cluster, C4H7N3O2 overall at a distorted geometry, with ωB97M-V/def2-TZVPD.

The geometry in XYZ format:
```
16
Properties=species:S:1:pos:R:3:forces:R:3
H 0.31690 2.69643 0.37200 1.24 1.39 -2.01
N -0.27470 2.45894 1.09580 -2.81 -2.27 2.45
C -1.50556 2.36732 0.76540 2.37 3.42 -2.97
C -2.56413 1.77283 1.41251 -1.85 -2.78 2.02
N -3.36347 0.98761 1.70602 0.40 1.01 -0.04
H -1.91524 2.88649 -0.16035 0.70 -0.86 0.50
N 1.74781 -0.52080 -0.97123 1.56 0.26 -2.30
C 0.59439 -1.22714 -0.83619 -2.96 -1.32 2.55
O 0.40999 -2.13237 -1.86868 3.87 1.64 0.61
C -0.27123 -1.13160 0.22283 -0.83 0.42 0.26
O -1.50502 -1.84156 0.20305 2.53 -0.79 -2.94
H 2.47526 -0.57256 -0.27499 -0.23 -0.29 0.12
H 2.09047 -0.81546 -1.91496 0.18 0.74 1.29
H -0.45244 -2.36554 -1.99614 -3.81 -0.86 -0.12
H -0.20672 -0.47062 1.13253 0.54 -0.53 -1.50
H -2.08556 -1.71710 0.90615 -0.90 0.81 2.05
```
Positions in Å, forces in eV/Å.

Its SMILES is [H]/N=C/C#N.N/C(O)=C/O. For the gap between HOMO and LUMO, the calculation gives 0.257 Eh. As for the energy above the lowest of the compared OMol25 structures with the same formula, charge and spin: 90.8 kcal per mole. The HOMO energy is -7.50 eV. The total energy is -471.2583 hartree.

---

Computed, not measured: a 2-piece molecular cluster, C4H7N3O4 overall at a distorted geometry, with ωB97M-V/def2-TZVPD.

The geometry in XYZ format:
```
18
Properties=species:S:1:pos:R:3:forces:R:3
C 2.78718 0.64248 0.17172 0.22 0.02 -0.27
C 1.52860 0.56979 1.01830 0.09 0.25 -0.02
O 0.53140 -0.27166 0.47481 0.46 -0.44 0.21
C 0.87456 1.93150 1.16295 0.61 1.01 0.35
O 1.50731 2.95769 1.33314 -0.78 -1.12 -0.23
H 3.30805 -0.32475 0.15513 -0.16 0.20 0.01
H 2.53354 0.92095 -0.86327 0.06 -0.10 0.35
H 3.47323 1.39477 0.57665 -0.17 -0.14 -0.06
H 1.78742 0.25301 2.03983 0.00 0.03 0.00
H 0.89520 -1.16817 0.42667 -0.20 0.24 -0.09
H -0.23815 1.91796 1.14282 0.24 0.05 -0.06
O -1.19372 -2.38354 -1.77998 -0.34 0.34 0.25
C -1.98612 -1.60292 -1.32696 0.15 -0.40 -0.22
N -3.35544 -1.66386 -1.23254 -0.36 -0.36 -0.13
N -3.85260 -0.55975 -0.64848 0.14 -0.04 0.01
N -2.90811 0.19166 -0.36656 -0.16 0.21 0.08
O -1.71435 -0.39954 -0.76351 -0.07 0.10 -0.21
H -3.97798 -2.40563 -1.52073 0.26 0.15 0.03
```
Positions in Å, forces in eV/Å.

Its SMILES is C[C@H](O)C=O.O=c1[nH]nno1. For the gap between HOMO and LUMO, the calculation gives 0.382 Eh. As for the energy above the lowest of the compared OMol25 structures with the same formula, charge and spin: 85.1 kcal per mole. The HOMO energy is -9.86 eV. The total energy is -621.7674 hartree.

---

Computed, not measured: one molecule with the formula C4H7N3OS at a distorted geometry, with ωB97M-V/def2-TZVPD.

The geometry in XYZ format:
```
16
Properties=species:S:1:pos:R:3:forces:R:3
C 1.42157 -0.42409 0.31471 0.09 -0.64 -5.06
C 1.09201 1.04674 0.40626 -1.31 -1.21 -3.66
S -0.36510 1.26022 1.41367 -0.01 0.72 1.62
N -1.53740 0.31692 0.69394 -1.47 -0.80 -2.03
N -2.01121 -0.94781 1.01005 2.06 -0.45 1.77
C -2.93225 -1.20404 0.15802 0.22 1.08 -0.28
N -3.17107 -0.19570 -0.72742 -0.54 0.05 -1.03
C -2.30449 0.69454 -0.39486 -0.30 0.64 1.47
O -2.18947 1.94784 -0.76594 1.56 0.85 -0.28
H 2.06500 -0.72618 -0.64280 -0.76 1.07 2.13
H 1.89480 -0.62880 1.16678 2.21 -1.50 3.25
H 0.62701 -1.14445 0.18384 -0.81 0.33 0.27
H 0.86181 1.39572 -0.67317 0.47 0.07 1.82
H 1.97664 1.50427 0.79988 -0.03 0.95 0.43
H -3.46725 -2.11433 0.16673 -0.44 -0.70 0.01
H -2.91677 2.40730 -1.16349 -0.92 -0.45 -0.43
```
Positions in Å, forces in eV/Å.

Its SMILES is CCSn1ncnc1O. For the gap between HOMO and LUMO, the calculation gives 0.363 Eh. As for the energy above the lowest of the compared OMol25 structures with the same formula, charge and spin: 43.7 kcal per mole. The HOMO energy is -9.25 eV. The total energy is -794.2606 hartree.

---

Computed, not measured: one molecule with the formula C4H7N3S at a distorted geometry, with ωB97M-V/def2-TZVPD.

The geometry in XYZ format:
```
15
Properties=species:S:1:pos:R:3:forces:R:3
H 3.26926 -2.08638 0.12159 0.62 -3.07 0.49
N 2.81836 -1.26640 -0.03671 -0.77 2.98 0.13
C 1.59664 -0.98132 0.09365 -0.51 -2.66 -1.36
S 0.01658 -1.98583 -0.04504 1.32 0.18 0.91
C -0.94760 -0.53363 -0.01397 2.44 0.79 -0.04
C -2.37410 -0.52310 0.03705 -3.04 -3.21 0.52
C -0.14006 0.54732 -0.13578 -1.31 0.19 0.66
N 1.17268 0.27935 -0.00442 3.42 1.95 -0.19
N 2.19698 1.29417 0.04949 -3.05 -0.49 3.93
H -2.77118 -1.34515 -0.69253 0.28 1.54 1.28
H -2.62233 0.41667 -0.31479 -1.20 1.87 -0.85
H -2.95409 -0.65976 1.05750 1.60 0.04 -1.76
H -0.33476 1.60299 -0.25755 -0.62 -0.11 0.21
H 2.55292 1.57084 -0.77504 1.20 0.45 -3.80
H 2.94794 1.03341 0.67758 -0.39 -0.46 -0.12
```
Positions in Å, forces in eV/Å.

Its SMILES is [H]/N=c1\sc(C)cn1N. For the gap between HOMO and LUMO, the calculation gives 0.309 Eh. As for the energy above the lowest of the compared OMol25 structures with the same formula, charge and spin: 71.2 kcal per mole. The HOMO energy is -7.57 eV. The total energy is -718.9891 hartree.

---

Computed, not measured: one molecule with the formula C4H7N3S2 at a distorted geometry, with ωB97M-V/def2-TZVPD.

The geometry in XYZ format:
```
16
Properties=species:S:1:pos:R:3:forces:R:3
C -2.15349 -0.54948 0.52358 0.43 -0.14 0.83
S -1.40844 0.10133 -1.00942 -0.18 0.94 -0.10
C 0.21394 0.26469 -0.39926 2.81 -3.89 -1.15
C 1.02349 1.42703 -0.23670 2.33 -3.98 0.94
N 0.50450 2.63329 -0.17342 1.10 4.09 0.63
N 2.32469 1.13976 0.04275 -1.14 1.79 0.87
S 2.58868 -0.42323 0.48522 -0.82 -0.08 -1.94
C 1.17219 -1.01886 -0.30398 -2.37 3.78 2.12
N 0.75243 -2.30002 -0.36131 0.63 -1.88 1.18
H -1.67303 -0.02303 1.38317 -0.62 -0.26 -0.68
H -1.67164 -1.53053 0.46010 -0.99 -0.24 0.92
H -3.27809 -0.55680 0.63988 1.39 -0.06 -0.59
H -0.28219 2.82326 -0.73313 -1.01 0.12 -0.55
H 1.07102 3.50004 0.07082 -0.79 -2.16 -0.54
H -0.15029 -2.42996 -0.74972 -0.81 0.01 -0.45
H 0.96625 -3.05749 0.36142 0.05 1.95 -1.49
```
Positions in Å, forces in eV/Å.

Its SMILES is CSc1c(N)nsc1N. For the gap between HOMO and LUMO, the calculation gives 0.305 Eh. As for the energy above the lowest of the compared OMol25 structures with the same formula, charge and spin: 30.2 kcal per mole. The HOMO energy is -7.90 eV. The total energy is -1117.2046 hartree.

---

Computed, not measured: a 2-piece molecular cluster, C4H7N4O overall at a distorted geometry, with ωB97M-V/def2-TZVPD.

The geometry in XYZ format:
```
16
Properties=species:S:1:pos:R:3:forces:R:3
C -0.37400 0.71380 0.94921 2.19 2.99 0.99
C -1.69531 0.43946 0.72492 -0.30 -0.06 -0.59
C 0.65490 0.65318 -1.70074 -3.77 2.00 -2.10
C 0.30277 -0.40514 0.53633 0.11 -2.60 1.52
N -1.71086 -0.79283 0.22016 -0.05 -2.90 -0.91
N -0.48252 -1.38103 0.13334 -1.13 0.77 0.02
N -0.44208 0.95618 -2.03776 1.15 -1.41 -0.16
N 1.72062 -0.77340 0.75754 0.57 -0.53 -1.37
O 1.73686 0.32434 -1.53991 3.63 -1.03 0.41
H 0.23547 1.63504 1.20956 -1.65 -1.01 0.01
H -2.63031 0.96870 0.73017 0.14 0.44 0.43
H -2.51566 -1.39442 -0.08198 1.08 1.16 0.53
H -1.13073 1.64038 -2.01095 -0.86 1.10 0.10
H 2.24106 -0.04254 1.25125 -0.14 -0.47 0.42
H 2.15570 -0.78232 -0.18505 -0.16 0.45 0.01
H 1.93410 -1.75940 1.04391 -0.83 1.08 0.71
```
Positions in Å, forces in eV/Å.

For the gap between HOMO and LUMO, the calculation gives 0.398 Eh. As for the charge: +1. As for the energy above the lowest of the compared OMol25 structures with the same formula, charge and spin: 4.7 kcal per mole. The HOMO energy is -14.13 eV. The total energy is -450.6009 hartree.

---

Computed, not measured: a 2-piece molecular cluster, C4H7N5O overall at a distorted geometry, with ωB97M-V/def2-TZVPD.

The geometry in XYZ format:
```
17
Properties=species:S:1:pos:R:3:forces:R:3
N -2.87111 -0.88872 0.21546 1.64 0.28 -0.58
C -1.72848 -0.80891 0.00823 -1.32 -0.23 0.92
C -0.29721 -0.71619 0.01519 0.59 -0.37 -0.17
N 0.45497 -1.73385 -0.42685 -0.53 0.20 -0.31
N 1.70844 -1.34429 -0.19468 0.24 -0.07 0.19
C 1.80198 -0.13708 0.40489 -1.08 0.25 -0.27
N 2.98015 0.40939 0.85457 0.59 0.29 0.12
C 0.49472 0.33454 0.53980 0.58 -0.64 -0.08
N 0.13626 1.57924 1.06221 -0.09 0.41 0.28
H 2.47713 -1.93273 -0.49445 -0.36 0.09 0.19
H 3.81883 0.12616 0.36106 -0.21 0.11 0.08
H 2.94271 1.41381 0.98671 -0.03 -0.19 -0.13
H 0.43744 1.71765 2.02214 -0.15 -0.09 -0.14
H -0.85401 1.78042 0.98738 0.16 -0.07 0.01
O -4.01583 -0.02468 -2.45033 0.00 0.10 0.85
H -3.21990 0.53261 -2.35681 -0.66 -0.52 0.16
H -4.26609 -0.30738 -1.53451 0.63 0.42 -1.12
```
Positions in Å, forces in eV/Å.

Its SMILES is N#Cc1n[nH]c(N)c1N.O. For the gap between HOMO and LUMO, the calculation gives 0.320 Eh. As for the energy above the lowest of the compared OMol25 structures with the same formula, charge and spin: 14.4 kcal per mole. The HOMO energy is -8.32 eV. The total energy is -505.6241 hartree.

---

Computed, not measured: C4H7N5O2 as an isolated structure at a distorted geometry, with ωB97M-V/def2-TZVPD.

The geometry in XYZ format:
```
18
Properties=species:S:1:pos:R:3:forces:R:3
C 0.44674 -1.18048 -1.44264 3.73 4.97 -2.01
C 1.59529 0.79628 -1.49377 2.05 -0.51 -1.99
C -0.41011 0.05345 1.09082 2.59 6.18 1.29
C -1.19004 0.93568 2.13988 1.55 -5.97 0.66
H -1.80374 -1.69503 -1.13563 5.58 -0.15 -0.05
H -0.64363 -2.91060 -1.61336 1.45 0.90 0.25
H 1.77147 2.20023 -1.59496 -0.53 -5.26 0.57
H -0.56854 1.52926 -0.00802 0.42 5.00 -0.52
H 0.70971 0.14975 1.32026 -1.26 0.05 0.25
H -0.53097 -0.87404 0.86456 -1.58 -6.39 0.77
H -1.43045 1.03071 4.03992 1.00 -4.19 -2.38
N -0.48910 -2.00189 -1.14619 -9.97 -3.58 1.37
N 1.57033 -1.43882 -2.05054 1.64 1.62 0.22
N 2.38097 -0.23351 -2.07035 -3.51 2.10 1.25
N 0.41199 0.18335 -1.12293 -1.86 0.31 1.53
N -0.65164 0.62076 -0.20010 0.58 -3.14 -2.59
O -1.14942 0.14881 3.33953 -1.54 6.65 1.27
O -1.68969 1.98007 1.97200 -0.33 1.41 0.12
```
Positions in Å, forces in eV/Å.

For the gap between HOMO and LUMO, the calculation gives 0.318 Eh. As for the energy above the lowest of the compared OMol25 structures with the same formula, charge and spin: 132.7 kcal per mole. The HOMO energy is -8.53 eV. The total energy is -580.6478 hartree.